[1]
C14H36F2GaN2 | the ωB97M-V functional and the def2-TZVPD basis

Atoms and positions in Å:
F1 3.68612 -2.51332 -0.99953
C1 3.59926 -1.54382 -2.04023
C2 2.19899 -1.07452 -2.30680
Ga1 0.59142 -2.11886 -1.59871
F2 0.37580 -3.62161 -2.64335
H1 4.26749 -0.74372 -1.70817
H2 4.05327 -2.02860 -2.90945
H3 2.03592 -1.00692 -3.38679
H4 2.07081 -0.06608 -1.89554
H5 0.71283 -2.52508 -0.04951
H6 -0.69289 -1.16745 -1.86534
C3 -4.58676 -1.11087 -2.93682
C4 -4.72534 -1.23240 -1.42740
N1 -4.30030 -0.03961 -0.71853
C5 -4.08432 -0.24274 0.70025
C6 -5.30149 -0.59080 1.56710
C7 -4.94785 1.19642 -1.11126
C8 -6.47822 1.26589 -1.00454
H7 -3.56390 -0.84010 -3.20062
H8 -4.81346 -2.07201 -3.40088
H9 -5.27139 -0.37268 -3.35970
H10 -4.08328 -2.05057 -1.09200
H11 -5.76128 -1.52693 -1.18345
H12 -3.60775 0.65979 1.09411
H13 -3.34431 -1.04186 0.79496
H14 -5.96416 0.26318 1.71106
H15 -4.96724 -0.92144 2.55286
H16 -5.88442 -1.40204 1.12741
H17 -4.66843 1.41031 -2.14570
H18 -4.50252 1.99490 -0.51127
H19 -6.94308 0.37773 -1.43670
H20 -6.84967 2.13288 -1.55578
H21 -6.82063 1.35403 0.02618
C9 1.60503 0.41191 1.50514
C10 3.06128 -0.00226 1.63931
N2 3.98027 0.85316 0.90399
C11 5.30715 0.28591 0.75382
C12 6.15174 0.09343 2.02064
C13 3.91079 2.26998 1.20479
C14 4.12702 2.70134 2.66238
H22 1.33734 0.47772 0.44973
H23 0.97872 -0.35772 1.95658
H24 1.37662 1.36163 1.99438
H25 3.16971 -1.00715 1.22199
H26 3.31820 -0.07707 2.71013
H27 5.85944 0.91495 0.04777
H28 5.18274 -0.68745 0.27272
H29 6.51868 1.03912 2.42104
H30 7.01906 -0.53000 1.79243
H31 5.58116 -0.40911 2.80313
H32 2.93031 2.63255 0.88606
H33 4.64097 2.77152 0.56264
H34 3.54172 2.08188 3.34420
H35 3.80118 3.73569 2.79531
H36 5.17164 2.63884 2.96601

## Properties
Total energy, Ha: -2789.061273
Total charge: -1
Multiplicity: 1
Lowest unoccupied orbital energy, eV: 3.0
Relative energy (zero: lowest compared OMol25 entry of this formula, charge and spin), kcal per mole: 0.0

=====

[2]
C11H19PSi | the ωB97M-V functional and the def2-TZVPD basis

Atoms and positions in Å:
C1 4.47460 -0.05079 -0.38657
C2 3.07737 0.08572 0.08141
C3 2.34788 -0.98665 0.51100
C4 1.03026 -0.85390 0.88747
C5 0.41903 -2.03314 1.49131
C6 0.36944 0.41901 0.85974
P1 -1.25800 0.83652 1.57066
Si1 -2.53835 0.57789 -0.47666
C7 -1.46510 -0.48648 -1.65930
C8 -4.11320 -0.25271 0.02189
C9 1.02553 1.46838 0.22012
C10 0.44882 2.79456 -0.13687
C11 2.33960 1.25699 -0.08764
H1 4.93441 -0.96171 0.02307
H2 4.53895 -0.12629 -1.46001
H3 4.98444 0.79312 -0.14570
H4 2.95464 -1.79670 0.78096
H5 0.99966 -2.33276 2.40894
H6 -0.64428 -1.75997 1.89279
H7 0.38787 -2.93346 0.77738
H8 -1.61401 -0.38115 1.96002
H9 -2.68946 2.02929 -0.79481
H10 -1.27765 -1.30394 -1.01350
H11 -1.90279 -0.98115 -2.65792
H12 -0.55673 -0.03579 -1.98805
H13 -4.97944 0.39020 0.03065
H14 -4.23775 -1.14852 -0.47350
H15 -3.93222 -0.71497 1.03144
H16 1.12807 3.26989 -0.74018
H17 -0.48813 2.66158 -0.82872
H18 0.09788 3.23752 0.88291
H19 2.96756 2.12167 -0.62797

## Properties
Total energy, Ha: -1061.322169
Multiplicity: 1
Lowest unoccupied orbital energy, eV: 0.9
Relative energy (zero: lowest compared OMol25 entry of this formula, charge and spin), kcal per mole: 0.0

=====

[3]
C6H9CoF6N2O7S4 | the ωB97M-V functional and the def2-TZVPD basis

Atoms and positions in Å:
Co1 -0.17288 0.23980 0.39349
F1 -2.20529 -3.68830 -2.37354
C1 -0.99528 -3.28146 -2.75511
F2 -0.37512 -4.30207 -3.34928
F3 -1.14386 -2.30231 -3.64562
S1 -0.04540 -2.72673 -1.28537
O1 -0.77088 -1.56370 -0.82651
O2 0.01541 -3.89366 -0.47141
N1 1.34601 -2.40434 -1.97040
S2 2.05042 -0.99914 -1.89803
O3 1.70156 -0.19360 -0.75176
O4 3.43322 -1.13705 -2.22989
C2 1.36555 -0.07348 -3.33654
F4 1.52781 -0.78143 -4.45842
F5 0.07035 0.18337 -3.18473
F6 2.01302 1.08495 -3.47309
C3 -0.52721 3.47871 -1.70161
C4 -1.56982 2.71944 -0.86340
C5 -2.63737 2.12593 -1.79875
C6 -2.24296 3.70113 0.10873
N2 -0.94602 1.69009 -0.11621
H1 -0.98496 4.31750 -2.23909
H2 -0.06443 2.80363 -2.42540
H3 0.25616 3.85980 -1.04316
H4 -3.16003 2.91106 -2.35715
H5 -3.36225 1.56442 -1.20584
H6 -2.17033 1.43635 -2.50540
H7 -2.73274 4.51408 -0.43801
H8 -1.49688 4.11893 0.78738
H9 -2.98432 3.17371 0.71206
O5 -1.45194 -0.26336 4.65342
S3 -0.16228 0.28546 4.25994
O6 0.94715 -0.16946 5.08599
O7 -0.17574 1.72062 4.02335
S4 0.26043 -0.64228 2.37325

## Properties
Total energy, Ha: -4444.972184
Total charge: -2
Multiplicity: 5
Lowest unoccupied orbital energy (alpha / beta), eV: 4.6 / 4.6
Relative energy (zero: lowest compared OMol25 entry of this formula, charge and spin), kcal per mole: 21.6

=====

[4]
C31H67FNO10S6 | the ωB97M-V functional and the def2-TZVPD basis

Atoms and positions in Å:
C1 2.15362 -1.35462 6.83272
C2 3.27773 -0.31491 6.42284
C3 2.73779 1.05177 5.87067
C4 2.13997 0.96689 4.39273
C5 3.26752 0.39007 3.45313
C6 2.96915 0.45532 1.88963
C7 1.81896 1.44985 1.46496
C8 0.34918 0.88881 1.63172
C9 0.10773 -0.59097 1.10800
N1 -0.41613 -1.38331 2.26288
C10 0.38191 -1.97484 3.20561
C11 -0.18775 -2.70556 4.34661
C12 -1.65037 -2.79454 4.49587
C13 -2.35240 -3.50459 5.68763
O1 -2.23532 -4.64629 5.99615
O2 -3.17000 -2.70085 6.48601
O3 -2.89823 -1.36304 6.27155
C14 -4.16653 -0.67074 6.20462
C15 -4.13615 0.62976 5.31705
O4 -4.33366 1.83268 6.07052
C16 -5.61209 2.42425 5.81931
C17 -6.74326 1.81333 6.76598
C18 -2.45025 -2.16849 3.44203
F1 -3.81679 -2.20858 3.43366
C19 -1.79525 -1.47480 2.36022
H1 2.38290 -2.39806 6.46156
H2 2.14999 -1.44750 7.95754
H3 1.12686 -1.05306 6.48464
H4 4.01041 -0.83182 5.75645
H5 3.84494 -0.07155 7.36980
H6 3.60999 1.77086 5.80699
H7 1.96893 1.53049 6.54500
H8 1.77997 1.99033 4.11997
H9 1.22607 0.30424 4.46862
H10 4.22330 0.90959 3.73884
H11 3.42321 -0.70240 3.70438
H12 2.85044 -0.60540 1.52288
H13 3.91499 0.84124 1.40585
H14 1.91863 2.41618 2.02849
H15 1.98637 1.71396 0.38220
H16 -0.34880 1.57010 1.06397
H17 0.02240 0.96733 2.71056
H18 -0.71446 -0.55747 0.33772
H19 0.98184 -1.06653 0.60142
H20 1.49384 -1.89535 3.09794
H21 0.46741 -3.16498 5.12505
H22 -4.42841 -0.36086 7.25682
H23 -4.94308 -1.36362 5.77804
H24 -3.16312 0.76183 4.75730
H25 -4.93662 0.51810 4.52896
H26 -5.93246 2.39253 4.74177
H27 -5.54880 3.51181 6.09620
H28 -7.51951 2.58852 7.00952
H29 -6.30668 1.46928 7.74402
H30 -7.28092 0.98253 6.23649
H31 -2.44374 -0.98003 1.59355
C20 1.19670 1.62817 -3.27701
S1 1.60178 -0.05560 -2.79305
O5 1.82582 -0.05885 -1.30769
C21 3.21495 -0.08783 -3.57685
H32 0.22337 1.88314 -2.85590
H33 1.95170 2.31604 -2.89192
H34 1.14949 1.68832 -4.36450
H35 3.83899 0.71137 -3.17360
H36 3.08731 0.03270 -4.65555
H37 3.68299 -1.05108 -3.37094
C22 -3.64346 -1.91068 -4.44505
S2 -2.12570 -1.02700 -4.03774
O6 -1.79268 -0.15420 -5.19788
C23 -1.04672 -2.46800 -4.11725
H38 -4.45951 -1.18988 -4.48972
H39 -3.53844 -2.40133 -5.41377
H40 -3.85449 -2.64876 -3.66979
H41 -1.10801 -2.92326 -5.10692
H42 -1.34349 -3.18758 -3.35212
H43 -0.02471 -2.14101 -3.93036
C24 4.96931 -4.52204 0.18561
S3 3.58319 -3.37222 0.17461
O7 3.28466 -3.01167 1.59720
C25 2.34989 -4.57949 -0.34459
H44 5.85644 -3.98738 0.52338
H45 4.76164 -5.34831 0.86694
H46 5.13611 -4.89908 -0.82409
H47 2.30941 -5.40150 0.37177
H48 2.60474 -4.95621 -1.33576
H49 1.37962 -4.08426 -0.38424
C26 0.06852 1.93548 -7.15503
S4 0.95188 0.36891 -7.26593
O8 2.08337 0.42656 -6.27840
C27 1.65325 0.66127 -8.89976
H50 -0.41934 1.98532 -6.18143
H51 0.77244 2.76455 -7.25395
H52 -0.68301 1.98413 -7.93781
H53 2.25201 1.57351 -8.88977
H54 0.84783 0.74666 -9.62800
H55 2.28800 -0.18633 -9.15805
C28 0.85818 5.68067 0.09086
S5 2.60201 5.84947 -0.33675
O9 3.20396 4.48610 -0.29999
C29 3.08364 6.69399 1.18088
H56 0.35883 5.13822 -0.71164
H57 0.75671 5.12412 1.02410
H58 0.41047 6.67030 0.19198
H59 2.84053 6.07340 2.04471
H60 2.56354 7.65058 1.24596
H61 4.15855 6.86814 1.15023
C30 -3.94359 -0.00623 -9.48121
S6 -2.44317 -0.88160 -9.00346
O10 -1.39014 0.14490 -8.75249
C31 -2.11982 -1.59939 -10.62455
H62 -4.30471 0.55234 -8.61812
H63 -3.72671 0.68505 -10.29670
H64 -4.70230 -0.72671 -9.78968
H65 -2.01847 -0.80762 -11.36817
H66 -2.93738 -2.26838 -10.89582
H67 -1.19125 -2.16685 -10.56985

## Properties
Total energy, Ha: -4516.937021
Total charge: +1
Multiplicity: 1
Lowest unoccupied orbital energy, eV: -3.9